{"formula": "C11H19Cl2NSiTb", "method": "ωB97M-V/def2-TZVPD", "s2": 12.400, "energy_ev": -68523.67185, "max_force_ev_per_a": 8.19, "homo_lumo_gap_ev": [6.845, 4.757], "spin_multiplicity": 7, "total_charge": 3, "e_lumo_ev": [-11.601, -13.688], "elements": ["C", "C", "Cl", "C", "Cl", "Si", "C", "C", "C", "C", "N", "C", "C", "C", "C", "H", "H", "H", "H", "H", "H", "H", "H", "H", "H", "H", "H", "H", "H", "H", "H", "H", "H", "H", "Tb"], "xyz": [[-0.65558, 3.84436, 0.10421], [-0.96196, 3.16272, 1.49691], [0.51572, 3.47999, 2.53422], [-0.98011, 1.58508, 1.27104], [-1.20149, 0.68508, 2.83578], [-2.33399, 1.14437, 0.00879], [-2.92819, -0.65931, 0.05311], [-1.78343, -1.78798, 0.00749], [-0.35975, -1.33391, -0.53930], [0.59185, -2.62404, -0.78352], [1.98917, -2.13782, -0.45666], [2.73627, -2.34074, 0.61981], [4.03220, -1.54379, 0.39218], [3.88072, -0.89324, -0.91485], [2.58536, -1.28027, -1.45872], [-0.00066, 4.73055, 0.30709], [-0.06167, 3.17048, -0.58877], [-1.59393, 4.21354, -0.38293], [-1.90309, 3.50968, 1.97733], [0.07193, 1.34902, 0.93216], [-1.84297, 1.39642, -1.37932], [-3.49310, 2.01982, 0.24714], [-3.69060, -0.86906, -0.74837], [-3.48489, -0.81012, 1.02048], [-2.14833, -2.58116, -0.70456], [-1.66370, -2.27242, 1.00384], [-0.37380, -0.80778, -1.53117], [0.16171, -0.75452, 0.27604], [0.35742, -3.44993, -0.07283], [0.56264, -2.97433, -1.84879], [2.43421, -2.96075, 1.49221], [4.88334, -1.45874, 1.10533], [4.62244, -0.21765, -1.39812], [2.10209, -0.98771, -2.44741], [-0.06584, 0.45416, -2.42985]], "forces_ev_per_angstrom": [[-0.3, 0.6, 0.6], [1.3, -1.0, -1.0], [-1.1, -0.1, -0.2], [0.8, 0.9, 0.2], [-0.1, 0.2, -1.1], [-1.5, -0.7, 1.9], [0.5, -1.0, 0.2], [-0.8, 0.1, -1.4], [0.2, -2.6, 1.6], [0.1, 0.9, 0.9], [-1.1, -0.6, -1.3], [1.2, 1.2, -1.2], [-1.5, 0.2, -1.5], [-1.6, -0.9, 0.2], [3.2, 0.8, 2.4], [-0.7, -0.7, -0.4], [-0.5, 0.4, 0.6], [0.8, -0.4, 0.2], [0.9, -0.1, -0.2], [-0.9, 0.2, 0.3], [0.4, 0.1, -0.6], [0.1, 0.1, -0.4], [0.8, 0.3, 0.7], [0.5, 0.4, -0.9], [0.4, 0.6, 0.8], [0.2, 0.5, -0.7], [-1.7, -5.7, 5.0], [-0.5, 0.2, -1.1], [-0.1, 0.6, -0.7], [0.1, 0.0, 1.1], [0.2, 0.5, -0.8], [-0.8, -0.2, -0.7], [-0.7, -0.8, 0.5], [0.9, -1.0, 1.4], [1.2, 6.7, -4.5]]}

---

{"formula": "C2H2N2O2", "method": "ωB97M-V/def2-TZVPD", "energy_ev": -9176.79504, "smiles": "Oc1cnon1", "max_force_ev_per_a": 10.43, "homo_lumo_gap_ev": 10.166, "e_lumo_ev": -0.016, "elements": ["O", "C", "C", "N", "O", "N", "H", "H"], "xyz": [[1.63637, -0.04235, -0.03780], [0.42458, -0.22134, -0.14122], [-0.50784, 0.87072, -0.12756], [-1.71872, 0.40451, -0.09230], [-1.56013, -0.88601, 0.04944], [-0.31214, -1.22539, -0.13901], [2.37957, -0.91105, 0.20678], [-0.34170, 2.01091, 0.28166]], "forces_ev_per_angstrom": [[10.0, -2.7, 1.0], [-5.4, 2.7, 0.3], [0.1, 4.5, 1.7], [0.4, 2.1, 1.1], [-2.2, -1.7, -1.6], [1.4, -5.5, 0.7], [-4.1, 3.5, -1.2], [-0.3, -3.0, -2.0]]}

---

{"formula": "C4H5NO", "method": "ωB97M-V/def2-TZVPD", "energy_ev": -7761.40266, "max_force_ev_per_a": 1.17, "homo_lumo_gap_ev": 9.814, "e_lumo_ev": 0.737, "elements": ["C", "C", "O", "C", "C", "N", "H", "H", "H", "H", "H"], "xyz": [[-1.24670, -0.61404, 0.16236], [0.08533, 1.42546, -0.83133], [-0.39064, 0.49582, 0.51793], [0.96175, 0.52648, -0.02063], [1.44224, -0.73308, -0.58531], [1.84649, -1.73483, -0.99952], [-2.12303, -0.50789, 0.80213], [-1.51003, -0.52984, -0.89280], [-0.73329, -1.55586, 0.36952], [0.15419, 2.40242, -0.32244], [1.63584, 0.87419, 0.76684]], "forces_ev_per_angstrom": [[-0.1, -0.2, -0.1], [0.2, 0.1, 0.2], [0.0, 0.0, 0.0], [0.1, 0.0, 0.0], [0.3, -0.9, -0.4], [-0.4, 1.0, 0.4], [0.1, 0.0, -0.1], [0.0, -0.1, 0.1], [-0.1, 0.1, 0.0], [0.0, -0.1, -0.1], [-0.1, 0.0, -0.2]]}

---

{"formula": "C22H30F3Si2", "method": "ωB97M-V/def2-TZVPD", "energy_ev": -47202.24545, "max_force_ev_per_a": 2.06, "homo_lumo_gap_ev": 4.935, "total_charge": 1, "e_lumo_ev": -6.066, "elements": ["C", "C", "C", "Si", "C", "C", "Si", "C", "C", "C", "H", "H", "H", "H", "H", "H", "H", "H", "H", "H", "H", "H", "H", "H", "H", "H", "H", "H", "H", "H", "F", "C", "F", "F", "C", "C", "C", "C", "C", "C", "C", "C", "C", "C", "C", "C", "C", "H", "H", "H", "H", "H", "H", "H", "H", "H", "H"], "xyz": [[0.04466, 0.52295, -2.31658], [-0.35789, 0.67792, -0.87056], [0.47044, 0.30331, 0.12952], [-2.06026, 1.41302, -0.45409], [-3.29921, 0.93053, -1.78074], [-2.55774, 0.73667, 1.21920], [-2.05002, 3.75819, -0.36027], [-3.77910, 4.38151, 0.07130], [-0.80590, 4.27532, 0.95480], [-1.52063, 4.43220, -2.03899], [1.08970, 0.18542, -2.37689], [-0.57537, -0.22565, -2.83321], [-0.03477, 1.46043, -2.88947], [0.23978, 0.48554, 1.18125], [1.49156, -0.00108, -0.12802], [-3.30475, -0.16474, -1.87470], [-4.30904, 1.25793, -1.49997], [-3.05775, 1.36268, -2.76005], [-2.53360, -0.36248, 1.17732], [-1.88459, 1.07005, 2.01968], [-3.58013, 1.05169, 1.47078], [-3.76494, 5.47991, 0.12294], [-4.51530, 4.08559, -0.68740], [-4.11443, 3.99854, 1.04376], [-0.75868, 5.37365, 0.98702], [-1.09677, 3.91189, 1.94877], [0.19606, 3.89137, 0.72305], [-1.50267, 5.53099, -1.98858], [-0.51543, 4.08441, -2.31081], [-2.21901, 4.13616, -2.83271], [2.60174, -4.05933, -4.28207], [1.64493, -4.71508, -3.55267], [0.49897, -4.69305, -4.29698], [2.03775, -6.02560, -3.46469], [1.46007, -4.10385, -2.19522], [0.17429, -3.93753, -1.68314], [0.01599, -3.28920, -0.47602], [1.13736, -2.81596, 0.27117], [0.86258, -1.97317, 1.38734], [1.78702, -1.51987, 2.38192], [1.30170, -1.30922, 3.71096], [2.10435, -0.72122, 4.67706], [3.42988, -0.36303, 4.37789], [3.93329, -0.58931, 3.08826], [3.12521, -1.13020, 2.09006], [2.43155, -3.18663, -0.19611], [2.58647, -3.74579, -1.45651], [-0.68949, -4.29146, -2.24231], [-0.99025, -3.11562, -0.08603], [-0.18961, -1.92907, 1.66963], [0.27993, -1.61992, 3.94337], [1.69975, -0.53781, 5.67593], [4.05514, 0.10278, 5.13962], [4.96879, -0.33053, 2.85645], [3.50475, -1.21188, 1.06975], [3.31423, -3.02346, 0.41861], [3.57940, -3.90894, -1.87262]], "forces_ev_per_angstrom": [[0.5, -0.2, 0.0], [-0.2, -0.2, 0.3], [0.2, 0.5, -0.6], [-0.1, 0.5, -0.1], [0.0, -0.4, 0.0], [-0.1, -0.3, 0.1], [0.2, -0.1, -0.1], [0.1, 0.0, 0.0], [-0.1, 0.2, 0.0], [0.0, 0.1, 0.1], [-0.2, 0.1, -0.1], [0.0, 0.2, 0.2], [-0.1, -0.2, 0.3], [0.0, 0.0, -0.3], [-0.2, 0.1, 0.2], [-0.2, 0.2, -0.1], [0.2, -0.1, -0.1], [0.0, -0.1, 0.2], [-0.1, 0.2, 0.2], [-0.2, 0.0, -0.1], [0.3, -0.1, 0.0], [-0.1, -0.2, 0.0], [0.1, 0.1, 0.2], [0.0, 0.1, -0.2], [0.1, -0.2, 0.1], [0.1, 0.1, -0.2], [-0.2, 0.1, 0.0], [0.0, -0.2, -0.1], [-0.2, 0.1, 0.0], [0.1, 0.1, 0.1], [-0.9, -0.6, 0.9], [0.3, -0.9, -1.9], [1.0, 0.0, 0.8], [-0.4, 1.3, 0.1], [-0.2, 0.2, 0.2], [0.0, -0.1, 0.0], [0.1, 0.4, 0.4], [-0.2, -0.3, -0.9], [0.4, -1.6, 0.9], [0.2, 0.9, 0.2], [0.0, 0.2, -0.5], [0.1, -0.2, 0.1], [-0.4, -0.3, -0.4], [0.0, -0.1, -0.1], [-0.1, 0.0, 0.3], [-0.1, 0.3, -0.1], [0.0, 0.0, 0.3], [0.2, 0.1, 0.1], [0.3, 0.1, -0.2], [0.2, 0.2, -0.1], [0.3, 0.2, 0.0], [0.2, -0.1, -0.4], [-0.2, -0.1, -0.2], [-0.4, 0.0, 0.1], [-0.1, 0.2, 0.4], [-0.3, 0.0, -0.2], [-0.2, -0.1, 0.2]]}

---

{"formula": "C7H12Si", "method": "ωB97M-V/def2-TZVPD", "energy_ev": -15328.48031, "smiles": "[SiH3][C@]12C=C[C@H](CC1)C2", "max_force_ev_per_a": 6.20, "homo_lumo_gap_ev": 10.032, "e_lumo_ev": 0.904, "elements": ["Si", "C", "C", "C", "C", "C", "C", "C", "H", "H", "H", "H", "H", "H", "H", "H", "H", "H", "H", "H"], "xyz": [[-2.53546, -0.00141, 0.06018], [-0.63768, 0.08521, -0.01865], [-0.09066, 1.08733, -0.99330], [1.19713, 1.21894, -0.84155], [1.63168, 0.40436, 0.44852], [1.53873, -1.06527, 0.04721], [0.04210, -1.21990, -0.37645], [0.30627, 0.47955, 1.28094], [-3.04883, 0.89710, 1.01460], [-2.71308, -1.39676, 0.51342], [-3.07364, 0.79337, -1.11609], [-0.71615, 1.42668, -1.76315], [1.92781, 1.74049, -1.42004], [2.54002, 0.74850, 0.95043], [1.92498, -1.54408, 0.90872], [2.04226, -1.38744, -0.90471], [-0.03370, -1.42928, -1.40979], [-0.50741, -2.09904, 0.08053], [0.16571, -0.20160, 1.97261], [0.03991, 1.46325, 1.56656]], "forces_ev_per_angstrom": [[1.6, 0.5, -0.4], [0.6, 1.1, 1.7], [-0.6, -0.7, 0.1], [1.8, -0.1, 2.2], [-1.7, 1.1, -1.2], [0.0, 0.1, -2.4], [-0.6, -2.0, 1.8], [-0.4, 2.4, -5.7], [-0.5, 0.7, 1.5], [-0.8, -0.1, -0.5], [0.0, -1.2, -0.1], [-0.5, 0.7, -1.2], [0.1, 0.3, -0.5], [-0.1, -0.2, -0.2], [-0.1, -1.5, 0.6], [0.5, 0.5, 1.3], [0.1, -0.1, -1.3], [0.8, 0.8, 0.0], [-0.3, -3.3, 3.8], [-0.1, 1.0, 0.6]]}

---

{"formula": "CHCl3S", "method": "ωB97M-V/def2-TZVPD", "energy_ev": -49454.97199, "smiles": "S=C(Cl)Cl.Cl", "max_force_ev_per_a": 1.11, "homo_lumo_gap_ev": 8.662, "e_lumo_ev": -0.987, "elements": ["S", "C", "Cl", "Cl", "Cl", "H"], "xyz": [[0.56426, 1.66804, -1.12284], [0.87048, 0.36920, -0.22517], [1.15473, 0.35385, 1.45666], [1.11284, -1.20179, -0.92263], [-1.66796, -1.20235, 0.30064], [-2.03436, 0.01304, 0.51334]], "forces_ev_per_angstrom": [[-0.1, -0.4, 0.5], [0.5, 0.2, -1.0], [0.0, 0.1, 0.3], [0.5, 0.2, -0.1], [-0.9, 0.2, 0.3], [0.0, -0.2, 0.0]]}

---

> Which formula does entry 5 have?

C7H12Si